Entry 1:
# C3H5N3O

The molecule C3H5N3O (wB97M-V/def2-TZVPD, OMol25).

```
! wB97M-V def2-TZVPD RIJCOSX def2/J DEFGRID3
* xyz 0 1
N 0.77739 1.53240 -0.07274
C 0.55388 0.09654 -0.11890
C 1.72580 -0.60505 -0.27811
O 1.32483 -1.88538 -0.17838
N -0.05490 -2.01263 0.04972
C -0.51825 -0.79167 0.10752
N -1.85383 -0.50553 0.42789
H 0.38024 2.08600 -0.83774
H 0.53832 1.98512 0.81500
H 1.81382 1.42983 -0.18111
H -2.31698 0.04048 -0.29117
H -2.37033 -1.37011 0.55802
*
```

Results
ΔE to the lowest compared entry with this formula, charge and spin = 484.4 kJ/mol
M = 99.09 g mol⁻¹
orbital gap = 0.2959 Eh



Entry 2:
# C3H5N3O

The molecule C3H5N3O in a non-equilibrium geometry (wB97M-V/def2-TZVPD, OMol25).

```
! wB97M-V def2-TZVPD RIJCOSX def2/J DEFGRID3
* xyz 0 1
H -2.59668 -1.54325 0.05771
N -2.85355 -0.55491 0.00922
C -1.71791 -0.00855 -0.01345
N -1.39351 1.38325 0.01099
C -0.05889 1.39122 -0.09668
N 0.50584 0.13707 -0.15768
C 1.83083 -0.47959 0.05764
O -0.54745 -0.80721 -0.15858
H 0.44655 2.28659 -0.10560
H 2.54489 0.31914 -0.03646
H 1.96891 -1.39560 -0.73336
H 1.87096 -0.72817 1.16626
*
```

Results
ΔE to the lowest compared entry with this formula, charge and spin = 335.6 kJ/mol
structure (SMILES) = [H]/N=c1/ncn(C)o1
M = 99.09 g mol⁻¹
orbital gap = 0.3366 Eh



Entry 3:
# C3H5N3O

The molecule C3H5N3O (wB97M-V/def2-TZVPD, OMol25).

```
! wB97M-V def2-TZVPD RIJCOSX def2/J DEFGRID3
* xyz 0 1
N 1.94401 0.62849 0.00743
C 0.63348 0.37837 -0.17764
N -0.17482 1.12289 -0.85273
C -1.41965 0.46777 -0.67941
O -2.48653 0.98874 -0.48023
N -1.16546 -0.92289 -0.52194
C -0.08622 -0.79647 0.45518
H 2.49852 0.07406 0.63809
H 2.28914 1.53887 -0.25752
H -1.98923 -1.39155 -0.16439
H 0.49446 -1.69706 0.65529
H -0.53769 -0.39123 1.37787
*
```

Results
ΔE to the lowest compared entry with this formula, charge and spin = 57.3 kJ/mol
structure (SMILES) = NC1=NC(=O)NC1
M = 99.09 g mol⁻¹
orbital gap = 0.3756 Eh



Entry 4:
# C3H5N3O

A structure of composition C3H5N3O in a non-equilibrium geometry (wB97M-V/def2-TZVPD, OMol25).

```
! wB97M-V def2-TZVPD RIJCOSX def2/J DEFGRID3
* xyz 0 1
N 0.05389 -1.44517 0.67598
C 0.63571 -0.19389 0.90659
C -0.56215 0.39055 -0.60473
N -1.26582 0.72774 -1.70735
C -0.33901 0.89890 0.62843
O 1.81992 0.01374 1.49610
N 0.37912 -0.70710 -0.63459
H 2.39064 -0.76192 1.41028
H 0.74205 -2.19975 0.73061
H -1.82646 1.56321 -1.69140
H -1.24140 0.08284 -2.48010
H -0.78648 1.63084 1.27019
*
```

Results
ΔE to the lowest compared entry with this formula, charge and spin = 449.0 kJ/mol
M = 99.09 g mol⁻¹
orbital gap = 0.3138 Eh



Entry 5:
# C3H5N3O

The molecule C3H5N3O in a non-equilibrium geometry (wB97M-V/def2-TZVPD, OMol25).

```
! wB97M-V def2-TZVPD RIJCOSX def2/J DEFGRID3
* xyz 0 1
C 1.77650 0.05490 0.40884
O 1.03418 -0.13926 -0.76858
N -0.35423 -0.09435 -0.56301
C -1.23059 -1.07441 -0.24765
N -2.40019 -0.59196 0.14571
N -2.24655 0.78080 -0.00496
C -1.03187 1.04925 -0.30289
H 2.75543 0.04582 -0.05928
H 1.48906 -0.95209 0.94004
H 1.73366 0.99939 1.04763
H -0.97471 -2.05328 -0.16113
H -0.55069 1.97518 -0.43470
*
```

Results
ΔE to the lowest compared entry with this formula, charge and spin = 425.4 kJ/mol
structure (SMILES) = COn1cnnc1
M = 99.09 g mol⁻¹
orbital gap = 0.3940 Eh



Entry 6:
# C3H5N3O

The molecule C3H5N3O in a non-equilibrium geometry (wB97M-V/def2-TZVPD, OMol25).

```
! wB97M-V def2-TZVPD RIJCOSX def2/J DEFGRID3
* xyz 0 1
O 0.62183 -0.51338 -2.25017
N 1.13427 -1.01360 -0.99267
C 0.50292 -0.42953 0.02315
C 0.36419 -0.81659 1.49438
N -0.53481 0.00389 1.91379
N -1.27123 0.65683 0.90816
C -0.34366 0.67596 -0.15609
H 0.94156 -1.16120 -3.02572
H 0.69439 -1.69985 2.01112
H -1.42407 1.56160 1.24551
H -1.04346 1.05122 -1.02976
H 0.35807 1.68465 -0.14170
*
```

Results
ΔE to the lowest compared entry with this formula, charge and spin = 543.2 kJ/mol
structure (SMILES) = O/N=C1/C=NNC1
M = 99.09 g mol⁻¹
orbital gap = 0.3323 Eh



Please write out number 4 again, unchanged.
# C3H5N3O

A structure of composition C3H5N3O in a non-equilibrium geometry (wB97M-V/def2-TZVPD, OMol25).

```
! wB97M-V def2-TZVPD RIJCOSX def2/J DEFGRID3
* xyz 0 1
N 0.05389 -1.44517 0.67598
C 0.63571 -0.19389 0.90659
C -0.56215 0.39055 -0.60473
N -1.26582 0.72774 -1.70735
C -0.33901 0.89890 0.62843
O 1.81992 0.01374 1.49610
N 0.37912 -0.70710 -0.63459
H 2.39064 -0.76192 1.41028
H 0.74205 -2.19975 0.73061
H -1.82646 1.56321 -1.69140
H -1.24140 0.08284 -2.48010
H -0.78648 1.63084 1.27019
*
```

Results
ΔE to the lowest compared entry with this formula, charge and spin = 449.0 kJ/mol
M = 99.09 g mol⁻¹
orbital gap = 0.3138 Eh